Record 1
Below is C38H43Cl2F6HgN9O4P as an isolated structure at a distorted geometry, with properties calculated with the ωB97M-V functional and the def2-TZVPD basis.

The geometry in XYZ format:
```
104
Properties=species:S:1:pos:R:3:forces:R:3
C -4.339 -0.422 4.091 -1.372 0.296 0.637
C -0.439 2.428 -5.846 -0.201 0.335 1.171
C -3.163 -4.286 -6.859 3.068 0.483 0.608
H -3.943 -4.713 -7.473 -0.053 0.253 -0.180
C 1.143 5.260 5.410 0.040 0.118 -1.045
F 1.388 -1.874 0.085 -0.483 1.211 0.417
H 4.059 2.481 1.496 0.050 0.202 0.248
C -1.119 -2.982 -6.498 0.386 -0.669 -0.348
N -0.767 3.290 -3.547 -0.076 -0.941 -2.246
C -5.750 3.530 0.401 0.693 1.215 0.424
C -4.922 5.361 1.780 0.317 -1.156 -0.671
C -0.351 3.467 5.890 0.005 1.051 -0.265
F -0.894 0.239 1.002 -1.688 1.026 -0.201
H 5.921 3.505 -2.927 -0.430 0.114 -0.167
H -1.637 3.404 -7.312 0.286 -0.020 -0.299
C -5.137 -1.513 6.038 0.669 0.015 0.066
F -0.886 -1.797 -0.200 0.430 0.808 -0.116
H -4.369 -3.199 0.371 -0.613 0.650 0.457
H -5.364 -0.169 7.767 -0.310 -0.268 0.033
H 3.557 -3.419 3.727 0.340 0.470 0.110
C 6.354 2.827 -0.953 -0.619 0.848 0.256
O 6.325 -2.014 2.725 0.222 -1.407 -0.396
H 0.019 1.733 -6.534 0.168 -0.008 0.203
Hg 0.070 3.143 0.058 -0.142 -1.133 0.405
H 0.593 1.795 -4.120 -0.169 -0.246 0.368
C -5.171 -0.266 6.709 -0.237 -0.106 -0.773
H 1.839 5.191 3.333 -0.016 0.610 0.109
H -2.809 4.879 -5.797 0.091 0.047 0.093
H -0.282 -2.413 -6.874 -0.030 0.316 -0.001
O -2.274 -6.095 1.934 1.646 -0.691 -0.148
F -0.126 -1.609 1.905 1.133 -0.240 -0.157
N -4.506 0.784 4.652 -0.397 0.250 1.007
C -4.699 -1.617 4.720 0.452 1.075 0.940
F 0.331 0.085 -0.819 0.704 -0.144 -0.515
H 8.212 -1.443 -1.407 -0.515 0.340 0.087
N 3.593 3.226 -0.372 2.446 0.608 -1.388
C -2.144 -4.304 -4.814 0.715 0.812 0.999
H -6.976 5.024 1.315 -0.121 0.006 0.108
H 3.512 3.973 -2.374 -0.332 -0.024 0.154
P 0.216 -0.840 0.527 -0.898 -0.700 0.829
H 7.413 2.745 -1.146 0.028 -0.341 -0.079
H -0.089 -5.004 1.459 -0.249 -0.216 0.010
Cl -6.182 -1.800 -0.670 0.885 -0.815 0.533
H 0.319 4.861 7.342 -0.141 0.337 0.028
C -5.243 -3.314 -0.270 -0.460 -0.430 -0.365
C -4.942 0.887 5.971 1.287 -1.667 -2.361
C -4.436 3.187 0.143 1.770 0.226 0.438
F 1.251 0.194 1.286 0.847 -0.720 -0.440
H -4.112 -0.494 3.038 0.576 0.495 -0.119
O 4.753 -1.164 3.771 -2.345 1.774 1.860
C -5.965 4.664 1.192 -0.635 -0.395 -0.320
C -3.635 4.872 1.555 0.591 -0.936 -1.665
N 0.422 3.770 3.613 0.165 0.810 1.474
O -2.350 -6.479 -0.160 1.004 -0.853 0.168
H 4.924 -4.232 -1.929 -0.086 -0.055 -0.104
C 5.855 2.648 0.337 -0.016 -0.370 -0.723
Cl -6.354 -4.560 0.453 0.907 0.854 -0.565
C -0.203 2.426 -4.485 0.733 0.756 1.388
C -2.038 4.212 -5.441 1.159 -0.745 2.379
N 5.229 -2.109 3.257 1.708 -0.362 -1.215
C 4.501 2.820 0.570 -1.781 -0.258 -0.962
H -4.473 -2.554 4.233 -0.446 -0.148 0.028
C -1.128 -3.423 -5.187 -0.683 -0.101 -0.119
H -5.129 6.256 2.348 0.306 -0.058 0.152
H -6.541 2.999 -0.106 -0.058 -0.015 0.167
H 9.490 -2.753 -3.032 0.114 -0.212 0.055
N -1.702 -6.214 0.850 -3.953 2.733 -0.814
C 6.388 -2.717 -1.604 0.777 0.652 -0.117
H 4.215 -3.424 2.079 0.032 -0.190 0.052
H -0.256 -5.072 -0.312 -0.736 -0.340 0.027
H 5.687 -2.110 -1.050 0.194 0.022 0.472
C 0.312 4.619 6.290 0.158 -1.175 0.589
H 1.782 6.047 5.780 0.078 0.153 -0.396
C 5.493 3.295 -1.957 -0.309 0.025 1.526
H -5.344 -2.447 6.539 -0.149 0.114 0.404
H -2.208 4.737 -3.321 -0.078 0.131 0.069
C 4.153 3.554 -1.612 -0.118 -1.051 1.151
C 5.924 -3.896 -2.159 -0.620 1.061 0.218
C -1.703 4.112 -4.043 -0.084 0.140 -0.956
H 5.143 -4.208 3.389 -0.023 0.197 -0.091
H -0.396 -3.071 -4.475 0.018 -0.135 0.094
H -5.017 1.892 6.360 -0.016 -0.010 0.090
N -3.324 3.813 0.684 -2.589 1.307 1.156
C 6.699 -4.551 -3.069 2.322 -0.616 -0.004
H -2.040 -3.167 -8.423 -0.163 -0.006 -0.053
H -0.806 2.213 4.244 -0.081 -0.060 -0.321
H -2.811 5.431 1.972 0.307 -0.283 0.044
H -2.205 -4.594 -3.776 0.136 -0.344 0.173
H -4.273 2.370 -0.545 0.441 -0.103 0.019
H 0.225 -6.534 0.597 0.605 0.289 -0.133
C -1.336 3.370 -6.275 -1.663 0.535 -1.403
C 8.491 -3.056 -2.754 -2.715 -1.792 0.046
C -0.382 -5.629 0.616 1.665 -0.782 0.883
N -3.114 -4.748 -5.579 -0.879 0.648 -2.026
C 7.699 -2.274 -1.869 0.515 -1.583 -1.048
C 4.473 -3.386 3.137 0.032 -0.407 -0.372
C 1.142 4.832 4.077 0.124 -1.018 -0.454
N 7.990 -4.229 -3.335 -0.037 2.280 0.641
H -4.804 -3.656 -1.207 -0.666 -0.248 -0.046
H 6.468 2.234 1.125 0.066 0.180 0.094
H -0.956 2.965 6.631 -0.043 -0.464 -0.351
C -0.277 3.104 4.548 -0.408 -0.491 -0.274
C -2.075 -3.446 -7.380 -2.511 -1.245 0.880
H 6.341 -5.463 -3.523 0.030 -0.086 -0.221
```
Forces are in eV/Å.

The molecular weight comes out at 1106.28 g mol⁻¹. Its total energy is -4281.39606 a.u. As for the lowest unoccupied orbital energy: -8.820 eV. The value obtained for the HOMO energy is -10.7 eV. Its total charge is +1.

These are the Mulliken partial charges, in e, on atoms 1 to 99: atom 1 (C): -0.159, atom 2 (C): -0.599, atom 3 (C): -0.280, atom 4 (H): 0.372, atom 5 (C): -0.432, atom 6 (F): -0.357, atom 7 (H): 0.423, atom 8 (C): -0.273, atom 9 (N): -0.133, atom 10 (C): -0.508, atom 11 (C): -0.579, atom 12 (C): -0.503, atom 13 (F): -0.364, atom 14 (H): 0.378, atom 15 (H): 0.344, atom 16 (C): -0.209, atom 17 (F): -0.360, atom 18 (H): 0.199, atom 19 (H): 0.366, atom 20 (H): 0.294, atom 21 (C): -0.153, atom 22 (O): -0.546, atom 23 (H): 0.401, atom 24 (Hg): 1.216, atom 25 (H): 0.378, atom 26 (C): -0.392, atom 27 (H): 0.396, atom 28 (H): 0.384, atom 29 (H): 0.398, atom 30 (O): -0.513, atom 31 (F): -0.369, atom 32 (N): -0.491, atom 33 (C): -0.455, atom 34 (F): -0.358, atom 35 (H): 0.357, atom 36 (N): -0.117, atom 37 (C): -0.213, atom 38 (H): 0.384, atom 39 (H): 0.364, atom 40 (P): 1.244, atom 41 (H): 0.433, atom 42 (H): 0.322, atom 43 (Cl): -0.174, atom 44 (H): 0.372, atom 45 (C): -0.080, atom 46 (C): -0.289, atom 47 (C): -0.302, atom 48 (F): -0.383, atom 49 (H): 0.461, atom 50 (O): -0.531, atom 51 (C): -0.086, atom 52 (C): -0.255, atom 53 (N): -0.166, atom 54 (O): -0.503, atom 55 (H): 0.366, atom 56 (C): -0.554, atom 57 (Cl): -0.151, atom 58 (C): -0.192, atom 59 (C): -0.553, atom 60 (N): 0.920, atom 61 (C): -0.224, atom 62 (H): 0.425, atom 63 (C): -0.410, atom 64 (H): 0.414, atom 65 (H): 0.413, atom 66 (H): 0.357, atom 67 (N): 0.905, atom 68 (C): -0.254, atom 69 (H): 0.255, atom 70 (H): 0.283, atom 71 (H): 0.465, atom 72 (C): -0.197, atom 73 (H): 0.378, atom 74 (C): -0.453, atom 75 (H): 0.362, atom 76 (H): 0.380, atom 77 (C): -0.291, atom 78 (C): -0.337, atom 79 (C): -0.167, atom 80 (H): 0.291, atom 81 (H): 0.393, atom 82 (H): 0.388, atom 83 (N): -0.059, atom 84 (C): -0.222, atom 85 (H): 0.354, atom 86 (H): 0.522, atom 87 (H): 0.350, atom 88 (H): 0.513, atom 89 (H): 0.427, atom 90 (H): 0.352, atom 91 (C): -0.100, atom 92 (C): -0.197, atom 93 (C): -0.842, atom 94 (N): -0.503, atom 95 (C): -0.361, atom 96 (C): -0.679, atom 97 (C): -0.307, atom 98 (N): -0.520, atom 99 (H): 0.208

Record 2
Below is a 2-piece molecular cluster, C19H33N2O4S overall at a distorted geometry, with properties calculated with the ωB97M-V functional and the def2-TZVPD basis.

The geometry in XYZ format:
```
59
Properties=species:S:1:pos:R:3:forces:R:3
H 2.783 -3.562 2.923 0.115 -0.039 0.018
H 2.966 -5.080 2.071 0.005 0.077 -0.036
H 2.594 -4.119 -0.058 -0.028 0.247 -0.112
O -8.336 0.602 -0.513 0.787 0.411 -1.273
C -1.446 1.273 -3.610 -0.863 0.198 0.739
H -2.095 0.907 -0.086 -0.052 0.258 -1.097
H 4.209 -3.846 1.892 -0.024 -0.004 0.065
H 3.786 1.314 2.380 0.012 -0.029 -0.009
C -3.459 1.850 -1.603 1.509 -0.591 -0.725
H -4.259 2.065 -0.849 0.868 -0.250 -0.894
H 0.730 0.587 3.049 -0.070 -0.100 -0.023
H 3.740 -1.721 2.555 -0.155 -0.084 -0.219
C 2.377 -3.454 0.782 0.184 -0.177 0.199
H 0.286 -1.480 0.845 0.148 -0.053 0.037
H 1.906 0.117 -0.626 0.126 -0.229 0.141
C -2.679 1.949 -4.035 -0.098 -0.497 2.698
H -0.705 0.376 2.059 0.069 -0.130 0.034
H 5.673 -1.899 1.269 0.049 -0.055 0.039
H -7.971 2.563 -0.295 -0.342 -0.450 0.239
H 4.995 0.349 0.360 -0.019 0.070 0.005
C 5.391 0.264 1.376 0.087 -0.120 -0.124
C 3.232 -0.771 2.430 0.192 0.099 0.257
C -3.683 2.227 -3.014 1.307 -0.689 0.332
H -2.880 2.245 -5.096 0.426 -0.408 1.170
H 0.293 1.454 0.224 0.121 0.055 0.044
H 0.833 -1.791 2.523 0.055 -0.082 -0.164
C 1.015 1.201 1.003 -0.056 0.474 -0.104
C 6.252 -0.992 1.451 -0.014 0.099 0.052
H 3.784 -1.923 0.102 -0.006 0.032 0.117
H 4.758 0.312 3.408 -0.178 -0.136 -0.011
H 1.366 2.136 1.442 -0.033 -0.047 -0.071
C 0.855 -1.088 1.691 0.235 0.055 0.079
H 3.090 0.957 0.358 0.067 -0.236 0.088
H -7.188 2.457 -3.841 0.675 -0.341 0.615
C -2.222 1.189 -1.157 -0.082 0.675 -3.865
H -6.042 1.098 -4.213 -0.218 0.631 0.933
C -5.043 2.908 -3.432 0.244 -1.042 0.761
C 2.161 0.401 0.394 0.039 0.000 -0.043
H 7.036 -0.949 0.694 -0.007 -0.059 0.095
N 2.301 -0.891 1.219 -0.468 -0.002 -0.440
C 3.132 -4.004 1.988 -0.069 0.001 0.116
O -6.404 1.421 -2.115 -0.676 -0.349 -0.104
H 2.599 -0.645 3.310 -0.052 0.047 -0.146
H -7.751 1.641 1.094 -0.414 -0.333 -0.475
C 2.720 -2.041 0.305 -0.250 -0.147 -0.042
H 2.187 -1.892 -0.637 0.035 0.155 0.113
C -6.285 1.913 -3.465 0.719 0.487 -1.111
H 6.724 -1.076 2.432 0.018 -0.081 -0.046
H -0.709 1.041 -4.415 -0.581 0.195 0.934
O -6.866 -1.042 -1.764 -0.416 1.433 -0.034
O -5.149 4.080 -3.672 0.087 -0.701 -0.090
H 1.303 -3.556 0.959 0.025 0.094 -0.123
C 0.383 0.303 2.053 -0.034 0.000 0.397
C -1.175 0.884 -2.235 -2.966 1.384 0.668
C 4.278 0.337 2.423 -0.017 0.348 -0.173
N -7.651 1.668 0.080 1.009 1.156 1.120
H -0.226 0.375 -1.939 -0.925 0.471 -0.492
S -7.556 0.224 -1.991 0.024 -1.681 -0.028
H 6.041 1.132 1.519 -0.124 -0.008 -0.032
```
Forces are in eV/Å.

The molecular weight comes out at 385.55 g mol⁻¹. Its total energy is -1552.03216 a.u. As for the lowest unoccupied orbital energy: -2.198 eV. The value obtained for the HOMO energy is -11.2 eV. Its total charge is +1.

Per-atom natural (NBO) charges, elementary charge units: atom 1 (H): 0.200, atom 2 (H): 0.242, atom 3 (H): 0.243, atom 4 (O): -0.549, atom 5 (C): -0.217, atom 6 (H): 0.210, atom 7 (H): 0.211, atom 8 (H): 0.215, atom 9 (C): -0.128, atom 10 (H): 0.235, atom 11 (H): 0.220, atom 12 (H): 0.239, atom 13 (C): -0.430, atom 14 (H): 0.226, atom 15 (H): 0.225, atom 16 (C): -0.183, atom 17 (H): 0.251, atom 18 (H): 0.184, atom 19 (H): 0.348, atom 20 (H): 0.188, atom 21 (C): -0.406, atom 22 (C): -0.223, atom 23 (C): -0.153, atom 24 (H): 0.239, atom 25 (H): 0.245, atom 26 (H): 0.237, atom 27 (C): -0.431, atom 28 (C): -0.611, atom 29 (H): 0.228, atom 30 (H): 0.245, atom 31 (H): 0.235, atom 32 (C): -0.207, atom 33 (H): 0.244, atom 34 (H): 0.216, atom 35 (C): -0.248, atom 36 (H): 0.206, atom 37 (C): 0.578, atom 38 (C): -0.216, atom 39 (H): 0.234, atom 40 (N): -0.223, atom 41 (C): -0.619, atom 42 (O): -0.712, atom 43 (H): 0.225, atom 44 (H): 0.365, atom 45 (C): -0.199, atom 46 (H): 0.223, atom 47 (C): -0.188, atom 48 (H): 0.218, atom 49 (H): 0.226, atom 50 (O): -0.887, atom 51 (O): -0.473, atom 52 (H): 0.216, atom 53 (C): -0.431, atom 54 (C): -0.231, atom 55 (C): -0.429, atom 56 (N): -0.552, atom 57 (H): 0.195, atom 58 (S): 1.705, atom 59 (H): 0.231

Record 3
Below is a 2-piece molecular cluster, C3H10IN2 overall at a distorted geometry, with properties calculated with the ωB97M-V functional and the def2-TZVPD basis.

The geometry in XYZ format:
```
16
Properties=species:S:1:pos:R:3:forces:R:3
N 1.660 -0.016 -1.617 -1.591 -0.844 3.736
H -0.542 1.458 1.901 -0.577 -1.315 -1.098
C -0.944 -0.982 -0.600 0.622 1.187 -3.531
I 1.069 1.773 -2.418 0.306 -0.238 0.445
C -1.008 0.530 1.412 1.264 -0.040 2.260
H 1.262 -1.080 0.881 -0.410 0.804 -1.907
H 1.549 0.631 1.015 -0.630 -0.353 -1.767
H -2.054 0.677 1.256 -0.541 0.236 -0.522
H 2.644 -0.077 -1.409 0.618 0.551 -0.167
H -0.403 1.024 -0.580 0.431 -1.841 1.788
H -2.040 -0.818 -0.773 1.223 -0.089 0.263
H -0.291 -1.003 -1.626 -2.031 -0.189 2.374
H -0.708 -1.851 -0.071 -0.049 -1.522 0.823
H -0.932 -0.299 2.186 0.159 0.779 -1.154
C 1.040 -0.110 0.302 4.935 -0.018 0.147
N -0.300 0.142 0.141 -3.730 2.893 -1.691
```
Forces are in eV/Å.

The molecular weight comes out at 201.03 g mol⁻¹. Its total energy is -527.11598 a.u. Its energy relative to the best compared isomer or geometry (same formula, charge and spin) is 3.840 eV. As for the lowest unoccupied orbital energy: -4.501 eV. The value obtained for the HOMO energy is -13.3 eV. Its total charge is +1.

Per-atom natural (NBO) charges, elementary charge units: atom 1 (N): -0.805, atom 2 (H): 0.250, atom 3 (C): -0.435, atom 4 (I): 0.418, atom 5 (C): -0.431, atom 6 (H): 0.246, atom 7 (H): 0.236, atom 8 (H): 0.246, atom 9 (H): 0.378, atom 10 (H): 0.451, atom 11 (H): 0.248, atom 12 (H): 0.280, atom 13 (H): 0.223, atom 14 (H): 0.241, atom 15 (C): -0.074, atom 16 (N): -0.471

The lowest total energy belongs to which entry?
C38H43Cl2F6HgN9O4P

Look up the total energy of the second one.
-1552.03216 a.u.